Model a:
C36H48N7O2SSc | ωB97M-V/def2-TZVPD

For the HOMO energy, the calculation gives -7.391 eV. Its multiplicity is 1. The lowest unoccupied orbital energy is 0.5 eV.

```
95
Properties=species:S:1:pos:R:3:lowdin_charge:R:1
Sc 0.07 0.04 0.43 0.976
S -0.88 -2.76 -1.30 0.700
O -1.86 -0.01 0.22 -0.211
O 4.29 -0.93 -0.72 0.068
N 2.05 -0.56 -0.02 0.028
N 0.15 -4.72 -2.74 -0.022
N -0.01 0.41 -1.84 0.019
N 1.66 -3.44 -1.50 0.023
N -1.02 0.48 -3.78 0.133
N 0.52 -0.12 2.57 0.029
N -0.08 2.18 1.19 0.008
C -0.63 3.31 0.52 -0.152
C -2.42 1.06 -1.83 -0.085
C 2.50 3.87 -0.24 -0.040
C 1.68 3.12 -2.50 -0.069
C 0.76 -6.04 -2.65 -0.243
C 0.89 0.07 -2.83 -0.149
C -2.66 3.65 2.18 -0.356
C -2.43 4.78 3.19 -0.062
C -3.32 1.85 -2.55 -0.039
C 0.79 -2.50 3.30 -0.543
C 0.39 2.28 2.40 -0.088
C -0.50 4.75 -1.41 -0.032
C 0.38 -6.87 -3.87 -0.086
C 2.21 -3.07 3.19 -0.032
C 0.77 1.13 3.11 -0.321
C 0.07 -3.15 4.49 -0.043
C 1.28 1.01 4.41 -0.024
C 0.05 3.73 -0.65 -0.138
C -3.97 1.03 0.01 -0.013
C -1.83 3.91 0.93 -0.116
C -2.72 0.67 -0.51 -0.326
C -2.57 2.31 2.92 -0.061
C 0.88 -1.01 3.51 -0.254
C 1.39 3.13 -1.00 -0.378
C 0.04 -2.80 2.01 -0.092
C 0.40 -3.69 -1.88 -0.826
C -1.16 0.66 -2.45 -0.279
C -2.34 4.93 0.11 -0.049
C -1.70 5.34 -1.04 -0.070
C -4.86 1.79 -0.73 -0.078
C 0.28 0.10 -4.04 -0.067
C 3.18 -0.73 -0.36 -0.515
C 3.92 -4.48 -1.56 -0.077
C 1.35 -0.35 4.66 -0.032
C 2.87 -3.65 -2.29 -0.236
C -4.54 2.22 -2.01 -0.095
H -0.10 -3.88 1.88 0.096
H 0.68 -6.36 -4.78 0.077
H 1.84 -5.96 -2.57 0.082
H 2.74 -2.62 2.35 0.081
H 4.83 -4.53 -2.15 0.079
H 0.61 -2.98 5.42 0.077
H 0.41 -6.54 -1.73 0.125
H 1.54 1.82 5.07 0.105
H -1.76 2.30 3.65 0.071
H -3.69 3.73 1.83 0.125
H 0.47 3.26 2.88 0.147
H -0.94 -2.74 4.60 0.091
H 3.48 3.46 -0.50 0.083
H 0.00 5.08 -2.30 0.106
H 1.70 -0.83 5.57 0.101
H 0.63 -0.11 -5.03 0.115
H -1.77 0.52 -4.45 0.158
H -3.05 2.20 -3.54 0.109
H 2.49 4.93 -0.50 0.087
H -3.09 4.66 4.05 0.081
H 2.37 3.78 0.84 0.073
H 4.16 -4.01 -0.61 0.073
H 0.87 2.66 -3.06 0.065
H -2.13 6.12 -1.65 0.102
H -4.23 0.68 1.00 0.116
H 3.29 -2.66 -2.51 0.106
H -5.82 2.05 -0.29 0.105
H -3.27 5.39 0.40 0.116
H 2.59 -4.09 -3.24 0.111
H 1.84 4.13 -2.89 0.077
H -3.50 2.16 3.48 0.088
H 2.59 2.55 -2.70 0.084
H 2.79 -2.87 4.10 0.084
H 2.18 -4.15 3.04 0.085
H -2.43 1.46 2.26 0.053
H -2.62 5.76 2.75 0.074
H 3.56 -5.49 -1.36 0.064
H -0.83 -4.75 -2.97 0.099
H 1.91 -0.17 -2.59 0.101
H -0.01 -4.22 4.33 0.084
H 1.41 2.09 -0.66 0.078
H -5.22 2.84 -2.57 0.098
H 0.61 -2.47 1.15 0.007
H -0.70 -7.04 -3.91 0.074
H 0.87 -7.84 -3.83 0.075
H 1.71 -2.68 -0.83 0.063
H -1.40 4.77 3.55 0.076
H -0.95 -2.34 2.00 0.086
```



Model b:
C36H48N7O2SSc | ωB97M-V/def2-TZVPD

For the HOMO energy, the calculation gives -7.532 eV. Its multiplicity is 1. The lowest unoccupied orbital energy is 0.5 eV.

```
95
Properties=species:S:1:pos:R:3:lowdin_charge:R:1
Sc 0.89 0.05 -0.44 0.858
S 1.94 1.85 1.36 0.712
O -0.61 4.11 -0.98 0.034
O 1.44 -1.61 -1.33 -0.194
N -0.22 1.35 2.82 0.045
N 4.48 0.72 -2.93 0.117
N 2.78 0.70 -1.56 0.019
N 0.05 1.83 -1.22 0.031
N 0.09 3.56 2.11 0.031
N 0.43 -1.26 1.37 0.014
N -1.32 -0.56 -0.68 0.012
C 2.49 -1.87 2.74 -0.534
C -2.27 -0.16 -1.67 -0.156
C -0.89 -1.65 1.37 -0.330
C 4.55 -2.20 -3.10 -0.041
C -3.02 -0.21 -3.95 -0.033
C 2.92 -3.24 3.27 -0.055
C 2.78 -0.82 3.82 -0.047
C 3.53 -1.51 -2.45 -0.089
C 0.14 -0.66 -4.08 -0.044
C 3.32 -1.57 1.48 -0.049
C -4.08 0.62 -3.63 -0.068
C -2.11 -0.61 -2.99 -0.130
C -3.56 1.23 0.07 -0.373
C 0.05 -2.66 3.11 -0.037
C 0.48 2.28 2.16 -0.745
C 1.01 -1.91 2.42 -0.257
C -1.16 -2.50 2.44 -0.042
C 4.23 2.04 -2.60 -0.064
C -3.77 2.75 0.07 -0.057
C -1.10 1.52 3.98 -0.201
C -1.26 4.09 2.25 -0.232
C -1.36 -2.67 -4.27 -0.062
C -1.75 -1.28 0.31 -0.069
C -4.23 1.06 -2.33 -0.039
C -0.94 -1.50 -3.39 -0.373
C -4.75 0.54 0.74 -0.055
C -0.29 2.96 -1.10 -0.511
C 2.41 -2.21 -1.97 -0.350
C 3.58 -0.06 -2.29 -0.246
C 3.18 2.01 -1.75 -0.142
C 4.48 -3.56 -3.31 -0.098
C 2.34 -3.60 -2.20 -0.003
C -3.33 0.69 -1.33 -0.134
C -2.49 0.96 3.74 -0.059
C -1.37 5.13 3.35 -0.070
C 3.35 -4.26 -2.86 -0.081
H 5.17 0.40 -3.58 0.147
H 1.03 -1.27 -4.28 0.079
H 0.14 0.41 2.68 0.084
H 0.44 0.20 -3.47 0.063
H -2.39 5.54 3.38 0.079
H -1.94 3.27 2.40 0.081
H -1.72 -2.35 -5.24 0.069
H -1.13 2.57 4.25 0.093
H 2.21 -1.04 4.72 0.085
H 3.12 -0.57 1.09 0.015
H -2.15 -3.26 -3.80 0.084
H -2.95 3.27 -0.41 0.069
H -0.69 5.96 3.16 0.078
H -5.66 0.71 0.16 0.083
H 2.43 -3.48 4.21 0.075
H -2.66 1.03 0.66 0.105
H 2.53 0.18 3.47 0.030
H -0.62 1.00 4.81 0.125
H -4.79 0.92 -4.39 0.102
H 3.28 -5.32 -3.02 0.104
H -2.43 -0.08 3.43 0.069
H -4.61 -0.53 0.82 0.069
H 2.67 2.82 -1.27 0.077
H -0.23 -0.28 -5.03 0.087
H 1.46 -4.12 -1.83 0.121
H -0.51 -1.91 -2.48 0.100
H -1.14 4.72 4.33 0.065
H -4.92 0.94 1.74 0.070
H 0.23 -3.28 3.98 0.097
H -5.06 1.71 -2.08 0.107
H -3.86 3.11 1.10 0.068
H -4.69 3.02 -0.44 0.076
H -2.78 -1.62 0.34 0.139
H 5.28 -4.08 -3.81 0.098
H 3.84 -0.83 4.08 0.087
H -2.11 -2.96 2.67 0.106
H -2.90 -0.55 -4.97 0.108
H 4.00 -3.24 3.45 0.084
H 3.11 -2.30 0.70 0.085
H 0.72 4.12 1.55 0.118
H -3.08 1.02 4.66 0.083
H 4.81 2.85 -3.00 0.113
H 4.38 -1.61 1.72 0.095
H -1.51 4.53 1.28 0.105
H 2.70 -4.03 2.55 0.093
H -0.50 -3.33 -4.44 0.076
H -3.01 1.52 2.96 0.045
H 5.44 -1.68 -3.43 0.103
```



Question: of the structures shown, which is the most stable? Reply: model b.